Entry 1:
{
  "formula": "C46H36F3FeNO2PS5Sb",
  "method": "wB97M-V/def2-TZVPD",
  "e_tot_ev": -166418.730,
  "homo_energy_ev": [-2.064, -2.443],
  "s_squared": 6.015,
  "total_charge": -2,
  "de_lowest_kj_mol": 136.95,
  "max_force_ev_per_a": 3.51,
  "multiplicity": 5,
  "species": ["Fe", "S", "C", "S", "S", "S", "P", "S", "C", "C", "C", "C", "C", "C", "C", "C", "C", "C", "C", "C", "H", "H", "H", "H", "H", "H", "H", "H", "H", "H", "F", "C", "C", "C", "C", "C", "C", "Sb", "C", "C", "C", "C", "F", "C", "C", "C", "C", "C", "C", "F", "C", "C", "H", "H", "H", "H", "H", "H", "H", "H", "H", "H", "H", "H", "C", "C", "C", "C", "C", "C", "N", "C", "C", "C", "C", "C", "C", "C", "O", "O", "C", "C", "H", "H", "H", "H", "H", "H", "H", "H", "H", "H", "H", "H", "H", "H"],
  "xyz": [[-1.80334, -0.95201, -1.53610], [-3.60167, -5.01428, -0.56485], [-2.99568, -3.47350, -0.73141], [-3.96207, -2.10108, -1.22165], [-1.31581, -3.14426, -0.76472], [0.05229, -1.31458, -6.66111], [0.06686, -1.61392, -4.71977], [-0.55707, -0.14478, -3.46544], [1.70214, -2.10681, -4.09311], [2.71008, -2.24771, -5.05363], [3.91560, -2.79801, -4.62689], [4.19993, -3.13715, -3.29628], [3.15763, -2.97266, -2.35832], [1.92292, -2.52076, -2.76050], [-0.72087, -3.22973, -4.44261], [-0.06979, -4.33750, -5.08140], [-0.67242, -5.58627, -5.13386], [-1.96946, -5.74085, -4.63078], [-2.59648, -4.64959, -4.01782], [-1.96638, -3.43470, -3.94423], [2.53386, -1.87621, -6.01717], [4.68695, -3.11687, -5.35957], [5.06114, -3.61612, -2.93581], [3.18946, -3.41685, -1.36552], [1.14600, -2.47619, -1.99890], [0.89841, -4.23881, -5.46126], [-0.15046, -6.41405, -5.58883], [-2.46387, -6.65978, -4.72594], [-3.55344, -4.78297, -3.54537], [-2.49310, -2.63984, -3.50954], [7.20196, -1.54894, -1.25014], [6.10107, -0.99346, -0.65953], [5.47506, 0.12392, -1.22230], [4.30106, 0.64561, -0.62246], [3.66202, -0.00147, 0.43559], [4.32356, -1.11894, 0.98779], [5.50875, -1.62370, 0.44455], [1.52445, 0.38237, 0.71669], [1.61960, 2.44752, -0.08935], [1.98206, 3.57326, 0.67571], [2.00514, 4.85583, 0.12124], [1.70882, 4.97890, -1.21082], [1.92091, 6.22099, -1.73823], [1.30350, 3.92360, -1.97263], [1.24210, 2.61809, -1.37750], [1.83783, 0.86951, 2.78930], [0.76618, 0.81637, 3.64692], [0.80133, 1.35971, 4.87269], [1.98045, 1.96880, 5.29042], [2.06668, 2.61655, 6.45939], [3.06488, 2.01090, 4.48561], [3.01673, 1.49126, 3.21044], [5.96788, 0.60078, -2.11105], [3.81418, 1.49186, -1.10819], [3.68427, -1.68042, 1.70641], [5.96825, -2.56705, 0.74106], [2.29579, 3.48440, 1.66411], [2.27834, 5.79582, 0.61436], [0.92295, 4.20567, -2.91723], [1.07026, 1.74584, -1.98737], [-0.17514, 0.36167, 3.28616], [-0.13261, 1.35449, 5.52089], [3.94761, 2.52521, 4.85971], [3.87074, 1.51617, 2.55364], [-2.24997, -0.57103, 6.02648], [-2.79051, -0.36274, 4.61167], [-3.00691, -1.50046, 3.80239], [-3.49907, -1.36938, 2.53005], [-3.78476, -0.12887, 1.98640], [-3.44723, 1.00080, 2.73273], [-3.81164, 2.27865, 2.30608], [-3.74980, 2.72370, 0.96596], [-4.71125, 3.65492, 0.57006], [-4.73518, 4.20623, -0.72148], [-3.80768, 3.80688, -1.63165], [-2.86740, 2.84712, -1.28380], [-2.75252, 2.38240, 0.03514], [-1.57865, 1.45702, 0.45388], [-0.96781, 1.84321, 1.45922], [-1.34534, 0.46122, -0.30343], [-2.96597, 0.89117, 4.07048], [-2.94351, 2.14167, 4.90409], [-2.34329, -1.64472, 6.22215], [-2.81359, -0.01292, 6.77056], [-1.24473, -0.23312, 6.04306], [-2.89798, -2.44269, 4.26773], [-3.68313, -2.22419, 1.89771], [-4.06644, 0.01730, 0.92685], [-3.52839, 3.03004, 2.93429], [-5.40902, 3.98577, 1.30093], [-5.43615, 4.99222, -0.91392], [-3.79588, 4.12147, -2.64442], [-2.06788, 2.46470, -1.89898], [-2.40014, 2.94930, 4.41983], [-2.59689, 1.98994, 5.89716], [-3.97928, 2.55116, 5.05932]]
}

---

Entry 2:
{
  "formula": "C46H36N3O6PS6Ti",
  "method": "wB97M-V/def2-TZVPD",
  "e_tot_ev": -162457.383,
  "homo_energy_ev": -7.477,
  "de_lowest_kj_mol": 92.12,
  "max_force_ev_per_a": 2.41,
  "species": ["Ti", "C", "O", "C", "C", "C", "C", "C", "C", "N", "N", "C", "C", "O", "C", "C", "C", "C", "C", "C", "C", "C", "H", "H", "H", "H", "H", "H", "H", "H", "H", "H", "H", "H", "H", "O", "C", "C", "C", "C", "C", "C", "C", "P", "C", "C", "C", "C", "C", "C", "C", "C", "C", "C", "C", "C", "H", "H", "H", "H", "H", "H", "H", "H", "H", "H", "H", "H", "H", "H", "N", "C", "C", "C", "C", "C", "C", "S", "O", "O", "O", "H", "H", "H", "H", "H", "H", "C", "S", "C", "C", "S", "S", "C", "S", "S", "H", "H", "H"],
  "xyz": [[-0.20686, 0.29927, -0.06118], [2.17758, 2.85734, 0.44643], [1.26532, 1.88564, 1.00488], [1.32580, 1.68404, 2.35633], [2.22939, 2.32277, 3.18757], [2.18930, 2.07488, 4.55019], [1.25086, 1.19658, 5.07641], [0.35483, 0.56087, 4.23659], [0.38900, 0.79621, 2.86963], [-0.50539, 0.17263, 1.92310], [-1.41915, -0.52100, 2.49680], [-2.38034, -1.19861, 1.85876], [-2.64276, -1.08639, 0.46374], [-1.95592, -0.24526, -0.22390], [-3.69027, -1.82097, -0.13710], [-4.47232, -2.61606, 0.63149], [-4.30981, -2.71582, 2.05344], [-5.18880, -3.49773, 2.82583], [-5.04261, -3.57360, 4.18680], [-3.99510, -2.87946, 4.81133], [-3.11761, -2.12025, 4.07389], [-3.26861, -2.01213, 2.68319], [1.97937, 3.83876, 0.86960], [3.20469, 2.54894, 0.63570], [1.99429, 2.88003, -0.61599], [2.95004, 3.02127, 2.78835], [2.88913, 2.58294, 5.20090], [1.21471, 1.01143, 6.14169], [-0.37368, -0.13409, 4.62870], [-3.82445, -1.72721, -1.20819], [-5.25922, -3.19988, 0.16712], [-5.99110, -4.02992, 2.32635], [-5.73168, -4.16165, 4.77847], [-3.87961, -2.94147, 5.88664], [-2.30653, -1.59087, 4.55496], [1.40119, 0.65341, -1.26511], [1.62450, -0.28893, -0.52438], [2.55514, -1.38404, -0.64673], [3.85395, -1.29074, -1.14044], [4.62800, -2.43342, -1.18040], [4.09354, -3.65153, -0.76278], [2.78988, -3.73979, -0.29355], [2.01286, -2.59371, -0.20378], [0.25203, -2.51871, 0.37801], [0.48720, -3.01367, 2.12507], [1.54543, -2.44909, 2.83956], [1.71231, -2.72687, 4.18865], [0.82442, -3.57336, 4.83877], [-0.23596, -4.13307, 4.13800], [-0.41380, -3.84367, 2.79172], [-0.44809, -3.99806, -0.44459], [-1.20086, -3.79878, -1.60308], [-1.71002, -4.88329, -2.30771], [-1.47688, -6.17476, -1.85926], [-0.72671, -6.38271, -0.70788], [-0.21346, -5.30407, -0.00309], [4.23994, -0.33925, -1.48664], [5.64559, -2.38610, -1.54703], [4.70027, -4.54725, -0.81458], [2.38687, -4.70038, 0.00090], [2.24784, -1.79322, 2.33871], [2.53533, -2.27847, 4.73281], [0.95491, -3.79099, 5.89190], [-0.92996, -4.79846, 4.63795], [-1.26136, -4.26176, 2.26078], [-1.36840, -2.79509, -1.97457], [-2.28067, -4.70737, -3.21259], [-1.87516, -7.02135, -2.40564], [-0.53507, -7.38993, -0.35646], [0.36466, -5.48632, 0.89375], [-1.06277, 2.19655, -0.70959], [-0.62903, 3.52456, -0.30955], [-0.78624, 3.89762, 1.01381], [-0.29415, 5.12065, 1.44487], [0.35226, 5.95899, 0.54477], [0.46489, 5.59451, -0.79584], [-0.03304, 4.37209, -1.22628], [1.05316, 7.52653, 1.09542], [2.33787, 7.56856, 0.41648], [0.09264, 8.50949, 0.63369], [1.13341, 7.37616, 2.53890], [-0.96697, 2.05242, -1.71482], [-2.04464, 2.05572, -0.50277], [-1.26882, 3.21708, 1.71214], [-0.37676, 5.43542, 2.47894], [0.95874, 6.27551, -1.47832], [0.06552, 4.06760, -2.26575], [-3.30234, -0.72294, -5.47671], [-1.96434, -1.94628, -5.47304], [-0.56928, -0.89062, -5.32339], [-0.13586, -0.31704, -4.18239], [-0.94398, -0.38825, -2.64651], [1.33851, 0.61590, -4.34576], [1.59630, 0.39822, -6.04786], [2.85497, 1.04738, -6.86476], [0.37008, -0.58225, -6.76578], [-4.23337, -1.28866, -5.52488], [-3.22133, -0.07790, -6.34812], [-3.26270, -0.14145, -4.55734]]
}

---

Entry 3:
{
  "formula": "C46H37GeN4ReS",
  "method": "wB97M-V/def2-TZVPD",
  "e_tot_ev": -123738.026,
  "homo_energy_ev": [-2.967, -2.980],
  "s_squared": 3.796,
  "total_charge": -1,
  "de_lowest_kj_mol": 472.59,
  "max_force_ev_per_a": 1.09,
  "multiplicity": 4,
  "species": ["Re", "C", "C", "C", "C", "C", "C", "N", "N", "C", "C", "C", "C", "C", "C", "H", "H", "H", "H", "H", "H", "H", "H", "H", "C", "Ge", "C", "C", "C", "C", "C", "C", "C", "C", "C", "C", "C", "C", "C", "C", "C", "C", "C", "C", "H", "H", "H", "H", "H", "H", "H", "H", "H", "H", "H", "H", "H", "H", "H", "S", "C", "C", "N", "C", "H", "H", "H", "C", "C", "C", "C", "C", "C", "N", "C", "C", "C", "C", "C", "C", "H", "H", "H", "H", "H", "H", "H", "H", "H", "H"],
  "xyz": [[1.22262, -0.32058, 1.73950], [-0.74800, -5.32659, 1.84968], [-0.82485, -5.05851, 3.21560], [-0.39450, -3.84219, 3.72459], [0.09379, -2.88836, 2.83345], [0.11503, -3.10680, 1.45451], [-0.27395, -4.35463, 0.97758], [0.68311, -1.68299, 3.17404], [0.97054, -1.44281, 4.45844], [1.97067, -0.49669, 4.52708], [2.46394, -0.12777, 5.78740], [3.56735, 0.69853, 5.87657], [4.18963, 1.17055, 4.72073], [3.66310, 0.84334, 3.47236], [2.54274, 0.02531, 3.33652], [-1.06742, -6.28692, 1.46411], [-1.20455, -5.81547, 3.89206], [-0.39247, -3.63373, 4.78548], [1.10064, -2.26553, -0.28514], [-0.22773, -4.55788, -0.08517], [1.98324, -0.52402, 6.67424], [3.95770, 0.97048, 6.85066], [5.06801, 1.80066, 4.79308], [4.15177, 1.24113, 2.59070], [0.61557, -1.95444, 0.64378], [-1.04658, -0.89353, -0.19838], [-0.79410, 0.28310, -1.66857], [-1.36212, -0.08337, -2.92959], [-1.47399, 0.51476, -4.14827], [-1.03840, 1.87916, -4.50845], [-0.09026, 2.69342, -3.67769], [-0.01864, 1.48277, -1.34302], [-2.15829, 0.02324, 1.16808], [-2.85003, 1.15728, 0.73850], [-3.69379, 1.85189, 1.60090], [-3.86399, 1.42124, 2.90973], [-3.18447, 0.29346, 3.35487], [-2.34008, -0.39711, 2.49215], [-2.07509, -2.46737, -0.77298], [-1.64139, -3.22936, -1.86212], [-2.28950, -4.40438, -2.21935], [-3.38283, -4.84712, -1.48348], [-3.82397, -4.10340, -0.39818], [-3.17235, -2.92512, -0.04624], [-1.85583, -1.04752, -2.92068], [-2.00429, -0.03075, -4.92108], [-0.90272, 2.04580, -5.57400], [0.52657, 3.36992, -4.26256], [-0.16728, 1.82610, -0.32246], [-2.71263, 1.49073, -0.28599], [-4.21872, 2.73143, 1.24639], [-4.52246, 1.96068, 3.58065], [-3.30985, -0.05098, 4.37474], [-1.81802, -1.26913, 2.86378], [-0.78279, -2.90170, -2.43956], [-1.93976, -4.97533, -3.07156], [-3.88586, -5.76798, -1.75496], [-4.67048, -4.44503, 0.18611], [-3.52918, -2.36056, 0.80886], [1.68860, 4.06202, 2.21196], [2.93990, 3.59814, 1.14346], [2.75602, 2.32833, 0.73363], [1.63796, 1.71378, 1.27684], [0.96646, 2.53825, 2.04213], [3.72890, 4.27648, 0.86580], [3.37590, 1.78229, 0.04107], [0.02022, 2.29210, 2.50440], [3.58494, -1.30106, -3.75159], [3.10521, -0.21171, -4.46605], [2.37056, 0.78848, -3.84319], [2.11430, 0.72769, -2.47285], [2.60947, -0.36748, -1.75982], [3.32691, -1.37343, -2.38758], [1.42545, 1.70145, -1.73683], [0.39630, 2.58563, -2.28404], [-1.53894, 3.08448, -3.71580], [-1.75670, 4.51534, -4.02474], [-1.09531, 5.40191, -3.27106], [-0.15458, 5.10349, -2.15968], [0.45492, 3.97967, -1.73105], [4.14423, -2.08354, -4.24913], [3.28683, -0.14432, -5.53240], [1.98899, 1.61254, -4.42383], [2.40850, -0.42958, -0.69417], [3.68769, -2.21356, -1.80571], [-2.07922, 2.75212, -2.83113], [-2.45591, 4.85706, -4.78453], [-1.27516, 6.46038, -3.43550], [0.09016, 5.98660, -1.57420], [1.11458, 4.08714, -0.87184]]
}